C4H22N2O8 | ωB97M-V with the def2-TZVPD basis set

The geometry in XYZ format:
```
36
C4H22N2O8 ωB97M-V with the def2-TZVPD basis set
C 1.221 -1.941 -1.267
C 0.687 -0.543 -0.917
N -0.632 -0.667 -0.299
C -1.733 0.097 -0.937
O -2.199 -0.508 -2.110
C 1.726 0.078 0.001
N 1.892 -0.334 1.259
O 2.539 0.869 -0.501
H 2.302 -1.868 -1.375
H 0.961 -2.662 -0.487
H 0.764 -2.416 -2.136
H 0.645 0.109 -1.785
H -0.753 -0.527 0.692
H -2.532 0.284 -0.215
H -1.267 1.029 -1.267
H -2.087 -1.471 -2.149
H 1.259 -0.882 1.847
H 2.716 -0.039 1.758
O -2.122 -2.962 -0.943
H -1.252 -3.316 -1.117
H -2.261 -2.593 -0.076
O -0.724 3.656 -1.444
H 0.084 3.599 -1.984
H -0.593 4.383 -0.834
O -1.612 -0.428 2.596
H -2.330 -0.173 3.176
H -1.187 0.370 2.245
O 0.996 -1.833 3.416
H 0.099 -1.582 3.667
H 0.865 -2.596 2.848
O 1.957 2.966 -2.164
H 2.112 2.434 -1.359
H 1.866 2.323 -2.869
O -0.351 2.015 1.517
H -0.809 2.591 0.897
H -0.248 2.538 2.317
```

Summary:
- gap between HOMO and LUMO (eV) = 8.6
- SMILES string = C[C@@H](NCO)C(N)=O.O.O.O.O.O.O
- electronic energy (eV) = -23865.565
- energy above the lowest of the compared OMol25 structures with the same formula, charge and spin (kJ/mol) = 92.7